A | Molecular formula: C2H7N4
Method: DFT, the ωB97M-V functional and the def2-TZVPD basis

```
13
Properties=species:S:1:pos:R:3:nbo_charge:R:1
C -0.751 0.310 -0.099 0.46
C 0.107 -0.898 -0.064 -0.32
N -0.042 1.406 -0.036 -0.37
N 1.427 -0.402 -0.053 -0.45
N -2.063 0.301 0.081 -0.73
N 1.283 1.071 0.017 -0.19
H -0.179 -1.609 0.870 0.25
H -0.117 -1.450 -0.932 0.24
H 2.151 -0.631 0.749 0.42
H -2.704 -0.359 -0.317 0.43
H -2.375 1.241 0.133 0.42
H 1.756 1.388 -0.786 0.42
H 1.667 1.495 0.794 0.42
```

As for the total charge: +1. Its HOMO energy is -14.7383 eV. Its LUMO energy is -0.126 Ha. Its SMILES is NC1=N[NH2+]NC1. The value obtained for the gap between HOMO and LUMO is 11.3 eV. The spin multiplicity is 1.

=====

B | Molecular formula: C2H7N4
Method: DFT, the ωB97M-V functional and the def2-TZVPD basis

```
13
Properties=species:S:1:pos:R:3:nbo_charge:R:1
C 1.639 0.506 -0.091 -0.07
C -1.978 -0.242 -0.067 -0.42
N 0.143 -1.233 0.119 0.15
N 1.443 -0.923 0.143 -0.36
N 0.277 0.976 0.226 -0.49
N -0.602 -0.261 0.173 0.11
H 2.318 0.849 0.662 0.23
H 1.821 0.862 -1.074 0.21
H -2.284 0.739 -0.121 0.25
H -2.637 -0.726 0.828 0.27
H -2.076 -0.750 -0.940 0.25
H 1.909 -1.728 -0.218 0.44
H 0.026 1.931 0.363 0.44
```

As for the total charge: +1. Its HOMO energy is -14.1294 eV. Its LUMO energy is -0.170 Ha. Its SMILES is C[N+]1=NNCN1. The value obtained for the gap between HOMO and LUMO is 9.5 eV. The spin multiplicity is 1.

=====

C | Molecular formula: C2H7N4
Method: DFT, the ωB97M-V functional and the def2-TZVPD basis

```
13
Properties=species:S:1:pos:R:3:nbo_charge:R:1
C -0.699 -0.684 0.247 0.44
C -0.416 0.683 -0.038 -0.23
N 2.199 2.943 -0.287 -0.27
N 2.073 2.513 0.763 -0.02
N -1.854 -1.196 -0.340 -0.71
N 0.049 -1.541 0.933 -0.71
H -1.357 1.082 -0.381 0.20
H 0.248 1.294 0.567 0.24
H 2.057 2.643 -1.199 0.35
H -2.685 -0.638 -0.583 0.44
H -2.016 -2.138 -0.138 0.40
H 0.858 -1.137 1.359 0.43
H 0.124 -2.563 0.845 0.44
```

As for the total charge: +1. Its HOMO energy (alpha / beta) is -15.0514 / -11.1063 eV. Its LUMO energy (alpha / beta) is -0.123 / -0.256 Ha. The value obtained for the gap between HOMO and LUMO (alpha / beta) is 11.7 / 4.2 eV. The spin multiplicity is 1.

=====

Relative stability in eV, measured from the most stable structure: A 0.000; B 1.650; C 1.404

=====

A | Molecular formula: C2H7N4
Method: DFT, the ωB97M-V functional and the def2-TZVPD basis

```
13
Properties=species:S:1:pos:R:3:nbo_charge:R:1
C -0.766 -0.198 -0.387 0.36
C 0.701 0.196 -0.626 -0.29
N -0.977 0.004 0.862 -0.31
N 1.430 -0.081 0.661 -0.37
N -1.575 -0.453 -1.331 -0.74
N 0.587 0.442 1.553 -0.28
H 1.143 -0.500 -1.448 0.25
H 0.682 1.250 -0.781 0.24
H 1.349 -1.096 0.810 0.38
H -1.158 -0.429 -2.269 0.43
H -2.613 -0.672 -1.110 0.46
H 0.576 1.455 1.581 0.42
H 0.621 0.082 2.484 0.44
```

As for the total charge: +1. Its HOMO energy is -14.6334 eV. Its LUMO energy is -0.146 Ha. Its SMILES is NC1=N[NH2+]NC1. The value obtained for the gap between HOMO and LUMO is 10.7 eV. The spin multiplicity is 1.

=====

B | Molecular formula: C2H7N4
Method: DFT, the ωB97M-V functional and the def2-TZVPD basis

```
13
Properties=species:S:1:pos:R:3:nbo_charge:R:1
C -0.776 -0.409 -0.064 0.41
C 1.177 0.674 0.527 -0.13
N 2.931 -0.486 -0.266 -0.25
N 1.724 -0.383 -0.315 -0.17
N -2.007 -0.460 -0.526 -0.70
N -0.168 0.699 0.162 -0.53
H -0.421 -1.437 0.149 0.26
H 1.696 1.611 0.348 0.25
H 1.343 0.308 1.640 0.23
H 3.275 -1.068 -1.068 0.35
H -2.455 -1.330 -0.775 0.45
H -2.380 0.483 -0.799 0.42
H -0.562 1.584 0.180 0.43
```

As for the total charge: +1. Its HOMO energy is -13.4089 eV. Its LUMO energy is -0.142 Ha. Its SMILES is [H]/N=N/C/[NH+]=C/N. The value obtained for the gap between HOMO and LUMO is 9.5 eV. The spin multiplicity is 1.

=====

C | Molecular formula: C2H7N4
Method: DFT, the ωB97M-V functional and the def2-TZVPD basis

```
13
Properties=species:S:1:pos:R:3:nbo_charge:R:1
C -1.784 -0.537 -0.311 0.32
C 0.279 0.857 -0.309 -0.09
N 4.848 -0.492 0.146 -0.28
N 3.739 -0.376 0.381 -0.05
N -3.018 -0.683 0.148 -0.70
N -1.017 0.544 -0.002 -0.50
H -1.603 -1.171 -1.154 0.23
H 0.628 1.766 0.073 0.22
H 0.918 0.148 -0.893 0.23
H 5.468 0.215 0.586 0.34
H -3.639 -1.376 -0.192 0.44
H -3.258 -0.108 0.965 0.41
H -1.562 1.214 0.562 0.43
```

As for the total charge: +1. Its HOMO energy (alpha / beta) is -12.4612 / -10.8024 eV. Its LUMO energy (alpha / beta) is -0.148 / -0.183 Ha. The value obtained for the gap between HOMO and LUMO (alpha / beta) is 8.4 / 5.8 eV. The spin multiplicity is 1.

=====

D | Molecular formula: C2H7N4
Method: DFT, the ωB97M-V functional and the def2-TZVPD basis

```
13
Properties=species:S:1:pos:R:3:nbo_charge:R:1
C 1.230 -0.934 -0.197 -0.16
C -2.001 0.783 0.031 -0.47
N 1.219 1.320 0.297 0.03
N 1.875 0.365 0.153 -0.20
N -0.169 -0.754 -0.053 -0.27
N -0.666 0.397 -0.430 0.01
H 1.556 -0.998 -1.341 0.26
H 1.692 -1.672 0.451 0.25
H -1.951 1.806 0.494 0.28
H -2.434 0.017 0.644 0.20
H -2.508 0.806 -0.947 0.27
H 2.860 0.101 0.248 0.40
H -0.704 -1.237 0.648 0.39
```

As for the total charge: +1. Its HOMO energy is -13.7700 eV. Its LUMO energy is -0.198 Ha. The value obtained for the gap between HOMO and LUMO is 8.4 eV. The spin multiplicity is 1.

=====

Relative stability in eV, measured from the most stable structure: A 1.231; B 0.000; C 1.702; D 3.237

=====

A | Molecular formula: C3H4N4S
Method: DFT, the ωB97M-V functional and the def2-TZVPD basis

```
12
Properties=species:S:1:pos:R:3:nbo_charge:R:1
C -1.975 -0.740 1.408 0.18
C -0.201 -0.605 -0.114 -0.24
C -0.072 0.700 0.534 -0.52
N -2.957 -1.528 1.715 -0.31
N -2.746 -2.659 1.054 -0.06
N -1.768 -2.589 0.236 -0.06
N -1.274 -1.386 0.505 -0.19
S -1.465 0.933 1.741 0.29
H -0.268 -0.655 -1.152 0.22
H 0.627 -1.327 -0.041 0.22
H 0.798 0.790 1.106 0.23
H -0.023 1.405 -0.291 0.24
```

As for the total charge: 0. Its HOMO energy is -9.4861 eV. Its LUMO energy is 0.014 Ha. Its SMILES is C1Cn2nnnc2S1. The value obtained for the gap between HOMO and LUMO is 9.9 eV. The spin multiplicity is 1.

=====

B | Molecular formula: C3H4N4S
Method: DFT, the ωB97M-V functional and the def2-TZVPD basis

```
12
Properties=species:S:1:pos:R:3:nbo_charge:R:1
C -0.264 -0.764 0.305 0.25
C 0.599 2.203 -0.467 -0.13
C -0.195 -1.234 -1.091 -0.67
N -0.600 -1.466 1.394 -0.33
N -0.539 -0.589 2.430 -0.09
N -0.097 0.507 2.036 -0.12
N 0.116 0.442 0.765 -0.28
S 0.625 3.456 0.442 0.42
H 0.637 1.735 -1.425 0.23
H -0.507 -0.676 -1.935 0.22
H 0.907 -1.308 -1.304 0.22
H -0.683 -2.307 -1.152 0.26
```

As for the total charge: 0. Its HOMO energy is -9.6466 eV. Its LUMO energy is -0.078 Ha. The value obtained for the gap between HOMO and LUMO is 7.5 eV. The spin multiplicity is 1.

=====

Relative stability in eV, measured from the most stable structure: A 0.000; B 2.721

=====

A | Molecular formula: CH4NO2S
Method: DFT, the ωB97M-V functional and the def2-TZVPD basis

```
9
Properties=species:S:1:pos:R:3:nbo_charge:R:1
C 1.330 -1.031 -0.469 -0.95
N -2.286 0.995 0.050 -0.83
O 1.187 1.220 0.912 -1.00
O 0.388 -0.912 1.939 -0.99
S 0.539 -0.104 0.741 1.77
H 0.857 -1.935 -0.886 0.19
H 1.866 -0.541 -1.351 0.19
H -2.324 0.516 -0.934 0.29
H -1.557 1.792 -0.003 0.32
```

As for the total charge: -1. Its HOMO energy (alpha / beta) is -3.7250 / -2.7449 eV. Its LUMO energy (alpha / beta) is 0.139 / 0.123 Ha. The value obtained for the gap between HOMO and LUMO (alpha / beta) is 7.5 / 6.1 eV. The spin multiplicity is 1.

=====

B | Molecular formula: CH4NO2S
Method: DFT, the ωB97M-V functional and the def2-TZVPD basis

```
9
Properties=species:S:1:pos:R:3:nbo_charge:R:1
C -0.169 -0.163 0.187 -0.42
N 0.824 -0.322 -0.936 -0.99
O 3.456 1.241 -1.525 -0.97
O 3.987 -0.985 -0.487 -0.96
S 3.141 -0.214 -1.435 1.61
H 0.135 0.505 0.920 0.15
H -1.319 0.134 -0.025 0.13
H 0.685 0.553 -1.458 0.30
H -0.247 -1.139 0.747 0.16
```

As for the total charge: -1. Its HOMO energy (alpha / beta) is -3.0100 / -3.0083 eV. Its LUMO energy (alpha / beta) is 0.154 / 0.154 Ha. The value obtained for the gap between HOMO and LUMO (alpha / beta) is 7.2 / 7.2 eV. The spin multiplicity is 1.

=====

Relative stability in eV, measured from the most stable structure: A 2.295; B 0.000

=====

A | Molecular formula: C5H7NOS
Method: DFT, the ωB97M-V functional and the def2-TZVPD basis

```
15
Properties=species:S:1:pos:R:3:nbo_charge:R:1
C 1.141 0.289 2.422 -0.73
C 0.442 0.741 1.274 0.46
C 0.175 -0.095 0.062 -0.15
C -0.230 0.734 -1.087 -0.40
C -0.862 0.031 -2.124 0.14
H 0.401 -0.095 3.420 0.25
H 1.677 -0.615 2.043 0.25
H 1.652 1.159 2.993 0.26
H 0.003 1.816 -0.840 0.29
H -1.505 0.783 -2.613 0.20
H -0.405 -1.827 -1.912 0.42
H -1.951 -1.831 -3.106 0.46
N -1.094 -1.280 -2.396 -0.78
O 0.007 1.905 1.378 -0.55
S 0.549 -1.714 0.488 -0.12
```

As for the total charge: 0. Its HOMO energy is -8.2696 eV. Its LUMO energy is -0.038 Ha. Its SMILES is CC(=O)C(=S)/C=C\N. The value obtained for the gap between HOMO and LUMO is 7.2 eV. The spin multiplicity is 1.

=====

B | Molecular formula: C5H7NOS
Method: DFT, the ωB97M-V functional and the def2-TZVPD basis

```
15
Properties=species:S:1:pos:R:3:nbo_charge:R:1
C -2.494 0.076 1.539 0.07
C -2.547 0.261 -0.766 0.24
C -0.324 0.091 -0.010 0.28
C 2.121 0.779 -0.091 -0.62
C 1.065 -0.247 -0.514 -0.47
N -2.954 0.076 0.398 -0.38
O -1.200 0.071 -1.053 -0.48
S 1.599 -1.825 0.289 0.01
H -2.274 -0.886 1.975 0.17
H -3.156 0.419 -1.587 0.18
H 2.290 1.552 -0.852 0.21
H 2.048 1.211 0.817 0.22
H 3.088 0.343 -0.011 0.23
H 1.205 -0.573 -1.594 0.23
H 1.533 -1.348 1.460 0.11
```

As for the total charge: 0. Its HOMO energy is -8.0901 eV. Its LUMO energy is -0.001 Ha. The value obtained for the gap between HOMO and LUMO is 8.1 eV. The spin multiplicity is 1.

=====

C | Molecular formula: C5H7NOS
Method: DFT, the ωB97M-V functional and the def2-TZVPD basis

```
15
Properties=species:S:1:pos:R:3:nbo_charge:R:1
C -1.587 -0.340 0.378 -0.52
C -0.463 0.358 -0.437 -0.49
C 0.859 0.020 -0.153 0.32
C 1.811 -0.621 -0.952 -0.38
C 3.007 -0.569 -0.097 -0.03
H -2.902 0.061 -1.632 0.13
H -1.458 -0.130 1.548 0.25
H -1.582 -1.449 0.208 0.22
H -0.688 1.438 -0.239 0.25
H -0.560 0.240 -1.578 0.23
H 1.494 -1.175 -1.948 0.25
H 4.103 -0.744 -0.247 0.24
N 2.776 0.101 0.999 -0.13
O 1.358 0.351 1.047 -0.31
S -3.154 0.322 -0.245 -0.04
```

As for the total charge: 0. Its HOMO energy is -9.3175 eV. Its LUMO energy is 0.023 Ha. Its SMILES is SCCc1ccno1. The value obtained for the gap between HOMO and LUMO is 10.0 eV. The spin multiplicity is 1.

=====

D | Molecular formula: C5H7NOS
Method: DFT, the ωB97M-V functional and the def2-TZVPD basis

```
15
Properties=species:S:1:pos:R:3:nbo_charge:R:1
C 1.734 -1.931 -1.331 -0.39
C 1.607 -0.515 -1.102 -0.05
C -0.932 1.738 0.819 -0.65
C -1.341 0.433 1.294 -0.48
C -0.697 -0.479 0.061 0.65
H 2.561 -2.276 -1.800 0.19
H 1.000 -2.798 -1.081 0.24
H 2.311 0.226 -1.619 0.23
H -1.109 2.574 1.420 0.25
H -1.616 2.220 0.049 0.23
H -2.484 0.099 1.361 0.27
H -0.809 0.387 2.389 0.23
N 0.481 0.034 -0.327 -0.56
O -1.426 -1.436 -0.541 -0.63
S 0.718 1.723 0.410 0.45
```

As for the total charge: 0. Its HOMO energy is -8.5531 eV. Its LUMO energy is 0.001 Ha. Its SMILES is C=CN1SCCC1=O. The value obtained for the gap between HOMO and LUMO is 8.6 eV. The spin multiplicity is 1.

=====

Relative stability in eV, measured from the most stable structure: A 1.432; B 3.807; C 0.000; D 1.216